Record 1
92
Properties=species:S:1:pos:R:3:forces:R:3 method="wB97M-V/def2-TZVPD" total_energy_ev=-91858.2866 total_charge=0 homo_lumo_gap_ev=9.00 spin_multiplicity=1
S 14.504570 18.211450 -11.760810 0.07 0.49 2.96
S 14.009620 19.062100 -14.122620 -1.93 5.56 -2.39
F 12.460460 16.608500 -11.045060 -0.25 -1.49 -0.67
F 13.541020 19.616180 -16.649270 -0.83 1.17 -0.44
F 14.214520 17.666480 -16.439700 0.54 -1.55 -0.15
F 12.993570 17.799460 -9.388300 1.00 0.31 0.21
F 12.163240 18.077870 -15.884430 0.16 0.23 -0.13
F 11.919350 18.658290 -11.005020 -0.47 0.81 -0.37
O 10.375180 15.507030 -13.799690 -0.10 -0.37 -0.44
O 15.454930 17.313090 -11.132050 -0.82 -0.07 -1.52
O 15.785180 14.242850 -13.417590 -1.30 -0.72 1.42
O 16.085090 9.625110 -14.332460 0.08 2.68 0.17
O 8.505730 11.192090 -15.957350 -0.06 1.14 0.27
O 12.649660 13.298230 -11.817710 -0.66 -0.18 -1.27
O 13.408850 14.196800 -16.167350 0.21 0.16 0.73
O 15.308780 19.716260 -14.279720 -1.33 -1.26 -0.36
O 14.750860 19.636580 -11.513910 -0.73 -2.38 -1.12
O 12.900800 19.937470 -13.653100 1.77 -1.80 -1.07
N 15.579920 11.526390 -13.142170 0.35 -1.03 -0.67
N 14.072680 14.456350 -18.287370 1.51 0.46 -0.15
N 8.408370 13.436580 -15.585660 -0.85 1.02 0.00
N 14.046700 17.690700 -13.429720 1.68 0.49 4.53
N 9.327190 15.736140 -11.829340 -0.44 0.25 -0.37
N 16.455840 16.114570 -14.311770 1.30 1.07 -1.37
N 12.436400 12.080120 -9.923680 0.05 0.19 1.14
N 13.031940 15.368790 -13.860470 0.12 -1.20 -0.16
C 12.868630 17.807600 -10.703190 0.56 0.58 -1.07
C 11.736830 14.116770 -17.861670 -0.16 -0.38 -0.48
C 12.932780 13.093060 -10.660670 0.59 0.79 0.95
C 15.846750 10.892720 -11.868520 -0.60 0.53 0.50
C 8.988250 12.231200 -15.490290 -0.04 -2.64 -0.79
C 13.887560 14.040450 -9.942140 0.26 -0.29 -0.35
C 17.310820 16.905340 -15.180670 -0.86 1.67 0.29
C 9.625890 16.148140 -13.076480 -0.78 1.06 -0.21
C 15.768950 10.849330 -14.302170 -1.00 -2.76 0.03
C 13.409270 18.557280 -15.900520 0.86 0.31 1.87
C 10.329670 12.174480 -14.805570 0.16 0.81 0.54
C 13.140340 14.273670 -17.346770 -0.16 -0.57 -1.02
C 16.633610 14.838160 -14.042530 0.47 -1.31 -1.09
C 7.104560 13.734160 -16.214990 0.36 -0.12 0.35
C 11.305440 11.244880 -10.210320 -0.34 -1.08 -0.60
C 17.807270 14.045360 -14.636690 0.50 0.68 0.16
C 8.957950 17.419590 -13.608040 -0.28 -0.39 0.84
C 15.237740 11.487980 -15.584270 0.45 0.17 0.74
C 9.726930 14.434740 -11.393230 -0.15 -1.20 0.48
C 15.480000 14.875400 -18.011730 -0.38 0.26 -0.55
H 10.549320 14.483600 -10.679520 0.09 -0.16 -0.21
H 8.897240 13.895910 -10.935640 -0.23 0.39 0.42
H 14.421590 14.600970 -10.709420 0.19 -0.17 0.05
H 18.110260 13.248400 -13.957610 -0.28 0.10 0.07
H 8.080850 17.646660 -13.002030 -0.02 0.15 0.03
H 15.670550 16.600660 -13.902950 -0.04 -0.23 0.11
H 6.391950 12.912880 -16.138870 0.45 -0.25 -0.02
H 9.944580 13.772930 -12.231520 0.60 0.47 -0.07
H 14.287420 10.986420 -15.767150 0.05 -0.02 -0.20
H 11.606280 10.349400 -10.754110 0.05 0.01 -0.29
H 11.657890 13.882810 -18.923330 0.39 0.12 -0.15
H 15.936320 11.278090 -16.394220 -0.14 0.02 -0.02
H 18.282950 17.123330 -14.738450 0.12 -0.31 -0.31
H 8.907300 14.214880 -15.178950 -0.02 -0.05 -0.05
H 15.727480 9.809530 -11.892470 0.24 0.13 -0.37
H 13.270790 14.692660 -13.149210 0.18 -0.38 0.54
H 15.042260 12.555090 -15.478610 0.10 -0.01 -0.08
H 7.216310 14.017010 -17.261700 0.05 -0.13 -0.04
H 10.858240 10.849970 -9.298100 0.12 0.38 0.19
H 16.807180 11.182180 -11.442050 0.24 -0.21 -0.20
H 11.229730 15.073840 -17.739350 -0.30 -0.22 0.42
H 18.684610 14.661440 -14.833760 -0.01 0.13 0.10
H 10.512730 11.720010 -10.788220 0.26 0.31 0.01
H 10.381740 11.460380 -13.983710 -0.50 -0.04 -0.02
H 14.591970 13.473470 -9.333490 0.08 0.15 0.11
H 11.269190 13.259290 -17.377780 -0.25 0.49 0.42
H 17.574840 13.578820 -15.593980 -0.44 0.05 0.04
H 8.646890 16.216500 -11.257900 0.17 0.19 -0.38
H 13.443950 15.063570 -14.730630 0.17 -0.44 -0.49
H 13.392040 14.794450 -9.330550 -0.29 -0.30 0.13
H 8.609110 17.264770 -14.629040 0.31 -0.06 0.02
H 16.059780 14.277760 -17.308320 -0.54 -0.50 -0.09
H 9.627190 18.278430 -13.557050 0.16 -0.13 -0.12
H 6.632580 14.566230 -15.692510 0.22 0.11 0.05
H 12.027490 15.361280 -13.966000 -0.58 0.19 0.04
H 10.515860 13.168680 -14.399360 0.62 -0.09 0.05
H 15.102810 11.266650 -11.165080 -0.12 0.03 0.11
H 15.555980 15.895690 -17.635800 -0.53 0.06 0.10
H 11.138430 11.858380 -15.464420 -0.19 0.25 -0.28
H 13.405290 16.285110 -13.657850 -0.10 0.50 0.44
H 15.181300 12.453870 -13.173440 0.45 0.02 0.03
H 16.008830 14.907470 -18.964320 -0.07 -0.29 0.01
H 12.793060 12.000900 -8.982080 -0.03 0.17 -0.20
H 13.770740 14.339480 -19.244070 0.30 0.25 0.18
H 16.793530 17.862910 -15.240620 0.20 0.37 0.40
H 17.317330 16.705150 -16.252110 0.39 -1.12 0.13

=====

Record 2
42
Properties=species:S:1:pos:R:3:forces:R:3 method="wB97M-V/def2-TZVPD" total_energy_ev=-82289.0927 smiles="CC1(C)OC(=O)C(Cc2ccccc2)([C@@]2([O-])C(=O)C(Cl)=C(Cl)C(Cl)=C2Cl)C(=O)O1" total_charge=-1 homo_lumo_gap_ev=7.18 spin_multiplicity=1
Cl -1.316306 3.092946 -0.081986 -0.42 0.46 -0.35
Cl 1.355859 -1.839231 2.746795 -0.08 -0.52 0.28
Cl -1.456133 -1.986487 1.713879 -0.53 -0.48 0.11
Cl -2.745718 0.321845 0.136178 -0.63 -0.05 -0.01
O 3.762557 -0.163377 3.831108 0.01 -0.31 -1.30
O 3.625598 -0.473674 -0.129913 0.62 0.01 0.21
O 1.444878 2.956751 0.655853 -0.67 -0.36 -0.04
O 3.789088 1.756759 -0.313343 -0.41 -1.65 0.55
O 4.012610 -1.384756 1.983935 0.49 0.35 -0.18
O 1.055529 1.362088 3.080976 -0.35 0.68 2.34
C -0.569172 1.762122 0.655132 -0.64 -1.76 0.58
C 3.512368 0.800442 0.382731 0.35 1.39 -1.00
C 0.857085 1.941115 0.974390 1.00 -0.45 0.34
C -0.550132 -0.559571 1.462238 2.29 -0.17 0.06
C -1.209371 0.555684 0.832187 1.32 1.82 -0.67
C 3.045014 0.921603 1.826179 2.07 -0.32 -0.71
C 4.505994 -1.327287 0.632610 -1.00 0.25 0.43
C 3.555519 2.297885 2.354276 -0.41 -0.52 0.26
C 5.923177 2.820447 1.616157 0.01 -0.14 0.28
C 1.507920 0.868473 1.991429 -1.98 0.17 -2.38
C 5.512592 2.111560 3.890137 0.15 -0.05 -0.11
C 7.254519 3.079830 1.948203 0.01 -0.01 0.14
C 0.779484 -0.524099 1.840992 -1.78 0.87 -0.36
C 5.934914 -0.825838 0.704471 0.02 0.04 -0.22
C 4.370132 -2.713732 0.025650 -0.02 0.23 0.16
C 3.664211 -0.213690 2.626194 0.02 -0.22 1.46
C 5.029020 2.374531 2.600612 0.40 0.32 0.26
C 7.703307 2.910121 3.263978 -0.09 -0.23 -0.08
C 6.839064 2.356164 4.220037 0.17 0.19 -0.21
H 5.988257 0.160462 1.183485 0.02 -0.21 -0.11
H 5.558387 2.954763 0.595536 0.15 0.09 0.35
H 3.252911 3.044773 1.620023 0.05 -0.18 0.34
H 8.719430 3.202062 3.543323 -0.26 -0.26 -0.15
H 6.372764 -0.769858 -0.295857 -0.03 0.04 0.11
H 6.491045 -1.548257 1.311396 0.00 0.21 -0.10
H 4.802640 -2.723734 -0.977003 -0.01 0.06 0.10
H 4.888551 -3.441186 0.652452 -0.04 0.06 -0.04
H 4.826242 1.687665 4.623793 0.22 0.25 -0.19
H 3.007809 2.442575 3.293276 0.12 0.12 -0.28
H 3.313752 -2.972163 -0.042208 0.04 -0.01 0.07
H 7.188165 2.108942 5.225557 -0.02 0.25 -0.28
H 7.938271 3.411922 1.162575 -0.16 0.04 0.33

=====

Record 3
18
Properties=species:S:1:pos:R:3:forces:R:3 method="wB97M-V/def2-TZVPD" e_above_lowest_kj_mol=0.0 total_energy_ev=-7773.9451 total_charge=0 homo_lumo_gap_ev="5.09 / 9.55" spin_multiplicity=2
N 0.377016 1.142246 -2.353334 0.43 0.14 0.23
N 0.396634 1.821110 -0.028010 -0.05 -0.01 -1.17
N 1.105323 -0.918298 0.751846 0.13 -0.58 0.10
C 0.141939 2.107782 -1.367317 -0.18 0.13 -0.19
C -1.225627 -1.107832 1.479802 -0.15 -0.04 0.36
C -0.174461 -1.609103 0.513907 -0.08 0.07 -0.18
H 0.020673 1.299948 -3.273329 -0.12 -0.12 -0.02
H 0.159284 2.564852 0.597018 0.17 -0.42 0.47
H 1.367570 -1.046206 1.725780 -0.07 0.14 0.01
H 0.627572 0.204984 -2.106565 -0.14 -0.06 0.02
H -1.355164 -0.030645 1.387785 0.05 0.05 -0.06
H -0.507260 -1.371992 -0.501834 0.11 -0.01 0.01
H -0.077415 -2.698777 0.568323 -0.04 0.00 0.08
H -2.191901 -1.580379 1.312430 -0.02 -0.05 -0.16
H -0.259713 3.054645 -1.674105 -0.02 0.05 0.08
H 0.713364 0.879124 0.213659 -0.11 0.59 0.56
H 1.845802 -1.383785 0.234908 -0.04 0.12 -0.11
H -0.963638 -1.327673 2.519035 0.14 0.01 -0.04

=====

Record 4
16
Properties=species:S:1:pos:R:3:forces:R:3 method="wB97M-V/def2-TZVPD" e_above_lowest_kj_mol=55.7 total_energy_ev=-28021.4650 smiles="CC1=CC(=S)CCS1" total_charge=0 homo_lumo_gap_ev=8.11 spin_multiplicity=1
S -1.948986 0.416211 -2.011964 -0.66 0.01 -0.40
S 1.386944 0.209824 1.464291 0.19 -0.31 -0.45
C -0.640816 1.461597 0.170034 -0.55 0.99 -0.58
C 0.867025 1.559367 0.385644 -0.12 0.55 0.16
C 1.268444 -2.483329 0.912443 -2.14 -0.19 -0.15
C -1.010280 0.292336 -0.716015 1.82 -0.52 0.35
C 0.672271 -1.121653 0.547126 0.28 -0.05 0.13
C -0.289539 -0.963954 -0.387208 -0.33 -0.17 0.00
H 0.805351 -3.281085 0.216535 1.25 1.20 0.98
H -1.212729 1.300432 1.097959 0.42 0.31 0.04
H 0.857742 -2.719038 1.930812 0.62 0.07 -0.69
H -0.565844 -1.876227 -0.932401 -0.07 0.54 0.06
H 1.381399 1.549718 -0.609434 -0.22 -0.16 0.91
H 1.120299 2.513461 0.911850 -0.16 -0.82 -0.42
H -0.952141 2.437864 -0.284166 -0.15 -1.01 0.26
H 2.355972 -2.407848 0.959460 -0.17 -0.44 -0.21

=====

Record 5
14
Properties=species:S:1:pos:R:3:forces:R:3 method="wB97M-V/def2-TZVPD" e_above_lowest_kj_mol=213.8 total_energy_ev=-6792.8403 smiles=COCCN total_charge=0 homo_lumo_gap_ev=10.49 spin_multiplicity=1
O -0.766286 0.866060 0.044493 -0.62 -1.40 1.24
N 1.552716 0.215446 -1.450079 3.99 -0.38 -0.25
C 0.679554 -0.852520 -1.013961 0.28 0.61 -0.39
C -1.573092 0.927113 1.251590 -0.32 -0.17 0.54
C 0.006322 -0.335506 0.203229 0.00 -0.51 2.73
H -0.941265 1.261006 2.124667 -0.49 -0.68 -0.71
H 2.213765 -0.240121 -2.181639 -1.22 1.43 1.53
H -0.117913 -0.885436 -1.746128 -0.11 -0.65 -0.47
H -0.710226 -1.104096 0.542848 0.41 0.00 0.12
H 1.228826 -1.842033 -0.918276 -1.09 0.92 0.37
H -2.323820 1.690246 1.127433 -0.10 0.46 -0.36
H 2.207022 0.474241 -0.605139 -1.46 -0.63 -2.18
H -2.213685 -0.021452 1.541498 1.69 1.38 -0.82
H 0.758083 -0.152949 1.079465 -0.99 -0.39 -1.35

=====

Record 6
61
Properties=species:S:1:pos:R:3:forces:R:3 method="wB97M-V/def2-TZVPD" total_energy_ev=-39520.1767 total_charge=+1 homo_lumo_gap_ev=7.67 spin_multiplicity=1
O 2.784127 2.203901 -3.948646 -0.28 0.37 0.43
O 3.895250 1.056006 -5.991441 0.51 -0.27 -0.51
O 2.403372 -0.925892 6.252082 -0.26 0.01 -0.28
O 2.040959 -3.042767 0.381448 0.18 -0.26 0.23
O -3.039120 -3.313921 0.157424 0.33 -0.07 0.55
O 3.436864 4.683198 -0.731242 -0.33 -0.24 0.12
O 0.028316 3.513417 -4.990854 0.17 -0.07 -0.13
O 0.249341 1.708626 -2.750008 -0.23 0.18 0.60
O -1.451304 -3.982063 3.579889 -0.10 0.06 0.13
O -6.338493 -3.843288 -2.024069 0.09 -0.11 -0.30
O -5.740877 -2.729765 0.572762 -0.22 0.24 0.18
O 4.535439 2.551750 1.393588 -0.19 -0.19 0.24
O 0.129731 4.752072 0.646606 -1.29 -4.02 0.21
N 0.331133 2.121792 3.092427 -0.34 -2.26 -2.37
N 0.024016 1.471116 4.209336 -0.76 -3.90 -1.60
C -0.387172 -0.858507 2.974410 1.33 5.36 -1.62
C 0.621087 2.266422 0.587170 -0.99 0.66 1.80
C -1.298922 -1.859611 -1.787003 0.97 0.13 -0.01
C -1.371328 -0.727391 -0.615765 -0.40 -0.68 -1.18
C -0.025439 -0.111067 1.625631 -0.65 -0.04 4.33
C -0.311113 3.589371 0.742107 1.35 2.22 -0.16
C -0.003419 -0.846421 0.220900 -0.33 0.26 0.76
C 0.284642 1.384468 1.908896 0.19 -0.25 -1.33
C -0.328286 0.102782 4.167192 -0.45 -1.79 -0.08
H -6.151515 -1.858695 0.621360 0.07 -0.14 0.04
H 2.638062 4.851281 -0.213524 0.07 0.14 -0.11
H -0.519494 2.268486 -2.924409 0.07 -0.09 -0.24
H 4.422896 1.480475 -6.680343 -0.11 -0.02 0.04
H 0.944864 2.335354 -2.505048 0.19 -0.18 -0.25
H 3.893135 2.625470 2.109794 0.15 0.10 -0.06
H 5.371364 2.383310 1.845734 -0.03 0.07 -0.17
H 0.046877 1.991219 5.108047 -0.04 -0.43 -0.96
H -0.613809 -0.361009 5.183057 0.58 1.05 -1.63
H -2.200171 -3.487504 0.602879 -0.07 -0.15 -0.14
H 2.521465 -1.765095 5.789720 0.08 0.06 0.15
H 3.667046 2.055333 -4.315360 -0.37 0.02 -0.04
H 2.652877 -3.707547 0.040026 -0.08 0.10 -0.04
H -0.686145 -1.960018 3.013569 0.45 1.69 0.35
H -2.307124 -0.972775 -0.011872 1.47 0.49 -0.50
H -6.938649 -4.168702 -2.705954 -0.04 0.06 0.20
H -0.917830 -1.385545 -2.765507 -0.74 -0.73 1.49
H 0.869763 -0.463728 -0.415075 -1.21 -0.58 1.00
H 1.865691 -0.399223 5.648095 0.23 -0.09 0.10
H -0.505321 -2.646221 -1.498268 -1.29 1.08 -0.43
H 2.042790 -3.192141 1.335206 0.08 -0.02 -0.13
H -2.284713 -2.407055 -1.932151 1.32 0.99 0.20
H -6.169293 -3.149732 -0.188188 0.13 -0.09 -0.10
H 4.236089 0.153101 -5.958940 -0.10 0.08 0.02
H 0.340386 1.731506 -0.385660 0.55 0.63 1.45
H 1.714554 2.581699 0.665821 -1.47 -0.43 -0.46
H 0.146325 -1.966491 0.435243 -0.09 1.91 -0.26
H -3.680053 -3.249855 0.879685 -0.34 0.03 -0.37
H -1.426217 3.416966 1.002404 1.47 0.07 -0.45
H -5.459404 -3.990770 -2.394880 -0.04 0.06 0.17
H -2.252601 -3.831573 4.097573 0.05 -0.05 -0.10
H -1.239147 -4.909902 3.742087 0.04 0.10 -0.09
H 2.190663 1.869893 -4.631404 0.31 -0.30 0.08
H 3.642180 3.756762 -0.551961 0.22 0.16 0.03
H 0.298632 3.547399 -5.916354 -0.14 0.10 0.10
H -1.499127 0.273328 -1.160447 0.34 -1.26 1.17
H 0.840790 3.289522 -4.518686 -0.02 0.20 -0.06